Entry 1:
A 9-piece molecular cluster, C21H42Br14O3 overall, computed with ωB97M-V/def2-TZVPD.

Structure (ORCA input):
```
! wB97M-V def2-TZVPD RIJCOSX def2/J DEFGRID3
* xyz 0 1
C 2.620 -2.176 2.319
C 2.941 -0.802 2.836
O 2.298 -0.321 3.746
C 3.993 -0.019 2.108
H 2.801 -2.249 1.249
H 1.593 -2.418 2.580
H 3.198 -2.927 2.866
H 3.929 1.027 2.397
H 3.692 -0.071 1.055
H 4.995 -0.408 2.284
O 1.166 4.696 3.894
C 0.074 4.443 4.315
O -0.760 3.491 3.913
C -0.258 2.439 3.069
C -1.158 2.329 1.838
C -0.643 5.305 5.356
H -0.121 1.507 3.605
H 0.702 2.756 2.658
H -2.001 1.673 2.057
H -0.619 1.800 1.052
H -1.459 3.318 1.504
H -0.203 6.301 5.333
H -0.558 4.880 6.352
H -1.676 5.448 5.042
Br -0.757 3.554 -3.409
C -2.439 3.943 -4.377
C -3.228 2.671 -4.480
Br -4.756 2.838 -5.696
H -2.180 4.312 -5.366
H -2.971 4.755 -3.889
H -3.509 2.190 -3.542
H -2.656 1.844 -4.901
Br 2.050 -2.270 -3.397
C 2.830 -1.061 -4.774
C 1.657 -0.321 -5.380
Br 2.303 1.284 -6.352
H 3.418 -1.603 -5.511
H 3.536 -0.452 -4.217
H 1.099 0.170 -4.595
H 1.149 -0.898 -6.138
Br -1.510 -3.604 4.192
C -1.935 -4.348 2.384
C -1.457 -5.804 2.401
Br -2.191 -6.773 0.852
H -1.308 -3.893 1.618
H -2.978 -4.199 2.135
H -1.867 -6.275 3.291
H -0.373 -5.841 2.424
Br -1.733 -0.624 -3.590
C -0.899 -0.438 -1.848
C -0.875 -1.767 -1.114
Br -0.018 -1.596 0.656
H -1.438 0.369 -1.358
H 0.132 -0.089 -1.909
H -0.371 -2.542 -1.679
H -1.887 -2.136 -0.964
Br -4.113 2.327 0.057
C -5.594 1.500 1.096
C -6.201 0.338 0.383
Br -4.913 -1.095 0.059
H -6.315 2.286 1.314
H -5.162 1.216 2.053
H -6.661 0.607 -0.562
H -6.961 -0.043 1.068
Br 2.681 0.802 -1.133
C 1.996 2.606 -0.606
C 2.928 3.260 0.403
Br 2.104 4.979 0.954
H 1.000 2.425 -0.218
H 1.949 3.274 -1.460
H 3.899 3.509 -0.022
H 3.196 2.729 1.310
Br 1.240 -4.430 -0.700
C 2.708 -5.519 -1.434
C 4.026 -4.931 -0.976
Br 5.405 -6.241 -1.453
H 2.555 -5.685 -2.498
H 2.547 -6.536 -1.072
H 4.090 -4.761 0.091
H 4.212 -4.029 -1.552
*
```

SMILES string = CCOC(C)=O.CC(C)=O.BrCCBr.BrCCBr.BrCCBr.BrCCBr.BrCCBr.BrCCBr.BrCCBr
Gap between HOMO and LUMO = 9.839 eV

Entry 2:
A single C6H7Br molecule, computed with ωB97M-V/def2-TZVPD.

Structure (ORCA input):
```
! wB97M-V def2-TZVPD RIJCOSX def2/J DEFGRID3
* xyz 0 1
C -0.683 1.282 0.224
C -1.339 2.165 0.904
C 0.496 -0.044 -1.644
C 0.956 -0.765 -0.367
C 0.301 -1.883 0.249
C 0.173 0.561 -0.368
Br 0.199 -1.659 2.311
H -0.937 3.114 1.214
H -2.325 2.082 1.212
H 1.450 0.421 -1.925
H -0.313 0.016 -2.295
H 0.819 -2.909 0.584
H 1.996 -0.975 -0.308
H -0.792 -1.406 0.209
*
```

SMILES string = C=C=C1C[C@@H]1CBr
Gap between HOMO and LUMO = 9.766 eV
Energy above the lowest of the compared OMol25 structures with the same formula, charge and spin = 408.6 kJ/mol

Entry 3:
A 2-piece molecular cluster, C4H12N2O overall, computed with ωB97M-V/def2-TZVPD.

Structure (ORCA input):
```
! wB97M-V def2-TZVPD RIJCOSX def2/J DEFGRID3
* xyz 0 1
C -2.217 -1.061 -0.151
C -0.955 -0.712 -0.988
C 0.094 -0.038 -0.127
C 1.023 -0.682 0.564
N 2.216 -0.089 1.050
N -2.671 -0.053 0.805
H -2.113 -1.984 0.387
H -3.028 -1.219 -0.859
H -0.562 -1.648 -1.388
H -1.236 -0.075 -1.821
H 0.251 0.997 -0.302
H 0.974 -1.755 0.683
H 2.801 -0.832 1.385
H 2.185 0.835 1.435
H -1.944 0.102 1.492
H -2.833 0.819 0.314
H 3.153 2.892 -1.296
H 2.537 1.969 -0.212
O 2.324 2.533 -0.971
*
```

SMILES string = N/C=C/CCN.O
Gap between HOMO and LUMO = 9.011 eV
Energy above the lowest of the compared OMol25 structures with the same formula, charge and spin = 182.1 kJ/mol

Entry 4:
C31H43ClCuN3P as an isolated structure, computed with ωB97M-V/def2-TZVPD.

Structure (ORCA input):
```
! wB97M-V def2-TZVPD RIJCOSX def2/J DEFGRID3
* xyz 2 2
Cu -0.023 -0.163 0.090
C 2.921 -0.939 2.267
C 3.357 -1.577 0.974
C 4.182 -2.693 0.975
C 4.627 -3.249 -0.215
C 4.249 -2.692 -1.424
C 3.425 -1.571 -1.474
C 3.016 -1.007 -2.810
C 2.997 -1.028 -0.260
N 2.072 0.065 -0.251
C 2.432 1.256 -0.517
C 3.822 1.699 -0.817
C 1.321 2.280 -0.483
C 1.645 3.711 -0.737
N 0.155 1.831 -0.218
C -0.953 2.748 -0.137
C -1.204 3.400 1.069
C -0.326 3.206 2.278
C -2.276 4.286 1.107
C -3.043 4.528 -0.023
C -2.754 3.877 -1.213
C -1.707 2.968 -1.289
C -1.387 2.245 -2.571
H 2.918 -1.667 3.077
H 1.924 -0.496 2.195
H 3.604 -0.136 2.555
H 4.484 -3.124 1.922
H 5.272 -4.117 -0.198
H 4.590 -3.132 -2.353
H 2.883 -1.810 -3.534
H 3.789 -0.348 -3.211
H 2.087 -0.436 -2.765
H 4.538 0.905 -0.624
H 4.079 2.575 -0.220
H 3.902 1.994 -1.866
H 2.298 3.807 -1.605
H 2.194 4.117 0.117
H 0.749 4.306 -0.885
H 0.120 2.212 2.314
H -0.891 3.359 3.195
H 0.490 3.933 2.283
H -2.498 4.805 2.032
H -3.863 5.231 0.022
H -3.351 4.069 -2.096
H -2.210 2.331 -3.278
H -1.196 1.181 -2.399
H -0.499 2.660 -3.053
C -5.053 0.264 -0.007
C -3.581 0.664 -0.123
P -2.375 -0.619 0.355
C -2.865 -2.115 -0.563
C -2.664 -1.986 -2.072
C -2.740 -1.013 2.102
C -2.174 0.017 3.077
H -5.670 1.120 -0.280
H -5.330 -0.022 1.007
H -5.314 -0.550 -0.680
H -3.366 1.537 0.497
H -3.348 0.954 -1.146
H -3.917 -2.294 -0.332
H -2.302 -2.954 -0.150
H -3.205 -1.129 -2.475
H -3.031 -2.874 -2.583
H -1.609 -1.870 -2.328
H -2.347 -2.010 2.306
H -3.825 -1.084 2.192
H -1.087 0.102 2.980
H -2.393 -0.264 4.106
H -2.602 1.005 2.905
Cl 1.784 -4.921 -1.980
C 1.184 -4.126 -0.586
C 1.124 -4.762 0.644
C 0.646 -4.051 1.733
C 0.252 -2.740 1.561
N 0.307 -2.133 0.369
C 0.767 -2.811 -0.686
H 1.452 -5.789 0.741
H 0.595 -4.507 2.711
H -0.104 -2.147 2.393
H 0.830 -2.292 -1.635
*
```

Gap between HOMO and LUMO (spin up / spin down) = 7.550 / 7.155 eV
Energy above the lowest of the compared OMol25 structures with the same formula, charge and spin = 0.0 kJ/mol

Entry 5:
A 2-piece molecular cluster, C8H22NP2 overall, computed with ωB97M-V/def2-TZVPD.

Structure (ORCA input):
```
! wB97M-V def2-TZVPD RIJCOSX def2/J DEFGRID3
* xyz 1 1
C -3.182 -2.225 0.182
C -0.386 0.872 -2.250
C 3.733 -1.300 0.775
C 2.633 -1.444 -1.716
C -0.911 0.934 1.843
C -0.439 3.137 0.577
C -2.917 -0.896 -0.379
C -1.181 0.860 -0.929
N -1.617 -0.492 -0.487
P 1.986 -1.389 0.088
P 0.137 1.398 0.474
H -4.131 -2.235 0.829
H -2.341 -2.679 0.687
H -3.232 -2.859 -0.682
H -1.013 0.828 -3.161
H 0.332 1.745 -2.374
H 0.241 0.050 -2.333
H 4.551 -1.693 0.166
H 3.831 -1.741 1.752
H 4.094 -0.342 0.998
H 3.497 -2.007 -1.605
H 2.858 -0.439 -1.953
H 1.884 -1.796 -2.470
H -0.824 -0.181 2.121
H -1.951 1.167 1.629
H -0.657 1.453 2.793
H -1.316 3.284 0.011
H 0.142 3.987 0.146
H -0.492 3.465 1.678
H -3.796 -0.259 -0.636
H -2.046 1.476 -0.997
H -0.790 -1.017 -0.257
H 2.098 -2.763 0.262
*
```

Gap between HOMO and LUMO = 7.313 eV
Energy above the lowest of the compared OMol25 structures with the same formula, charge and spin = 120.2 kJ/mol

Entry 6:
C46H40GeIrN4O3PSSe as an isolated structure, computed with ωB97M-V/def2-TZVPD.

Structure (ORCA input):
```
! wB97M-V def2-TZVPD RIJCOSX def2/J DEFGRID3
* xyz 1 2
Ir 0.851 0.177 -0.360
O 3.654 -0.619 -1.044
N 2.349 -0.970 -1.322
C 2.280 -1.967 -2.111
C 1.096 -2.480 -2.806
C 1.242 -3.757 -3.349
C 0.268 -4.306 -4.165
C -0.849 -3.552 -4.487
C -0.995 -2.276 -3.965
C -0.052 -1.729 -3.101
P -0.329 -0.036 -2.456
C -2.133 0.024 -2.182
C -2.801 1.247 -2.284
C -4.132 1.358 -1.912
C -4.818 0.250 -1.433
C -4.169 -0.974 -1.344
C -2.837 -1.088 -1.715
C -0.002 1.013 -3.899
C -0.952 1.226 -4.899
C -0.633 1.992 -6.007
C 0.636 2.543 -6.130
C 1.588 2.326 -5.146
C 1.272 1.563 -4.030
H 3.588 0.337 -0.840
H 3.229 -2.427 -2.370
H 2.142 -4.318 -3.134
H 0.395 -5.302 -4.565
H -1.606 -3.950 -5.150
H -1.874 -1.702 -4.229
H -2.283 2.119 -2.662
H -4.633 2.313 -2.004
H -5.860 0.336 -1.152
H -4.702 -1.848 -0.991
H -2.343 -2.048 -1.635
H -1.947 0.807 -4.809
H -1.375 2.162 -6.776
H 0.882 3.143 -6.997
H 2.577 2.754 -5.239
H 2.012 1.410 -3.255
C 2.963 -2.109 1.615
Ge 2.131 -0.333 1.835
C 3.661 0.864 2.189
C 3.578 2.065 2.895
C 4.699 2.848 3.126
C 5.939 2.453 2.645
C 6.046 1.267 1.937
C 4.920 0.484 1.715
C 0.819 -0.257 3.331
C 0.439 1.009 3.705
C -0.566 1.264 4.663
C -1.222 0.223 5.244
C -0.864 -1.110 4.925
C -1.513 -2.193 5.570
C -1.138 -3.483 5.332
C -0.097 -3.744 4.419
C 0.525 -2.720 3.762
C 0.174 -1.362 3.985
H 3.440 -2.396 2.554
H 3.734 -2.054 0.851
H 2.250 -2.877 1.327
H 2.630 2.422 3.276
H 4.599 3.772 3.681
H 6.813 3.065 2.823
H 7.007 0.943 1.559
H 5.046 -0.440 1.168
H 0.907 1.870 3.243
H -0.811 2.286 4.922
H -2.004 0.395 5.974
H -2.298 -1.970 6.284
H -1.623 -4.300 5.851
H 0.220 -4.764 4.243
H 1.316 -2.948 3.070
S -0.163 -1.901 0.254
C -1.563 -1.866 1.242
N -2.347 -0.786 1.401
C -3.449 -0.746 2.190
C -3.841 -1.857 2.866
C -3.082 -3.032 2.702
C -1.971 -3.041 1.903
H -2.099 0.051 0.885
H -3.964 0.203 2.224
H -4.710 -1.828 3.504
H -3.371 -3.934 3.223
H -1.366 -3.927 1.785
O 1.822 3.051 0.655
N 2.570 2.730 -0.211
O 2.266 1.622 -0.876
Se -0.563 1.676 0.775
C -1.010 3.121 -0.391
C -0.329 3.435 -1.558
C -0.823 4.460 -2.349
N -1.914 5.164 -2.052
C -2.541 4.872 -0.917
C -2.130 3.868 -0.050
H 0.547 2.889 -1.867
H -0.319 4.721 -3.273
H -3.420 5.464 -0.686
H -2.683 3.671 0.859
*
```

Gap between HOMO and LUMO (spin up / spin down) = 7.120 / 5.160 eV
Energy above the lowest of the compared OMol25 structures with the same formula, charge and spin = 5.1 kJ/mol

Entry 7:
A single C22H28ClN3O3 molecule, computed with ωB97M-V/def2-TZVPD.

Structure (ORCA input):
```
! wB97M-V def2-TZVPD RIJCOSX def2/J DEFGRID3
* xyz 0 1
C -2.121 -3.776 -1.142
C -1.092 -3.036 -0.372
C -1.094 -2.415 0.851
N 0.150 -1.893 1.065
C 0.853 -2.198 0.012
C 2.234 -1.845 -0.229
C 2.957 -1.209 0.781
C 4.275 -0.866 0.550
C 4.889 -1.138 -0.665
C 4.162 -1.770 -1.661
C 2.842 -2.124 -1.452
H 2.274 -2.614 -2.227
H 4.633 -1.984 -2.608
H 5.919 -0.862 -0.824
Cl 5.183 -0.080 1.798
H 2.474 -1.005 1.722
O 0.149 -2.901 -0.901
C -2.222 -2.172 1.805
N -2.888 -0.892 1.603
C -1.983 0.222 1.827
C -2.730 1.544 1.717
H -3.547 1.552 2.441
H -2.055 2.365 1.965
C -3.323 1.681 0.313
C -2.255 1.694 -0.785
O -2.310 0.998 -1.779
N -1.268 2.601 -0.600
H -1.180 3.074 0.285
C -0.058 2.573 -1.385
H -0.263 1.994 -2.287
H 0.224 3.596 -1.651
C 1.079 1.926 -0.587
H 0.781 0.905 -0.299
C 2.428 1.891 -1.338
H 2.738 0.862 -1.510
H 2.348 2.393 -2.300
C 3.398 2.616 -0.398
H 3.551 3.645 -0.724
C 2.644 2.598 0.933
H 2.831 1.657 1.468
O 1.280 2.696 0.590
H 2.882 3.438 1.586
H 4.363 2.121 -0.326
C -4.275 0.501 0.110
C -3.531 -0.818 0.298
H -4.241 -1.647 0.234
H -2.805 -0.922 -0.521
H -4.689 0.523 -0.899
H -5.092 0.570 0.830
H -3.878 2.623 0.231
H -1.564 0.111 2.831
H -1.142 0.223 1.114
H -1.828 -2.182 2.824
H -2.970 -2.962 1.703
H -2.490 -3.166 -1.966
H -2.955 -4.031 -0.494
H -1.691 -4.685 -1.558
*
```

SMILES string = Cc1oc(-c2cccc(Cl)c2)nc1CN1CCC(C(=O)NC[C@H]2CCCO2)CC1
Gap between HOMO and LUMO = 8.530 eV
Energy above the lowest of the compared OMol25 structures with the same formula, charge and spin = 0.0 kJ/mol

Entry 8:
C26H35BrMnN9OS2 as an isolated structure, computed with ωB97M-V/def2-TZVPD.

Structure (ORCA input):
```
! wB97M-V def2-TZVPD RIJCOSX def2/J DEFGRID3
* xyz 3 6
Mn -0.826 0.730 -0.089
N 4.142 -1.534 -0.450
C 2.886 -1.291 0.351
C 2.895 0.236 0.829
C 1.987 0.668 2.099
N 0.718 1.235 1.564
C 1.804 -0.533 3.052
C 1.965 -1.985 2.543
N 0.663 -2.737 2.192
C 2.940 -2.295 1.459
H 4.203 -0.959 -1.330
H 4.245 -2.520 -0.726
H 4.917 -1.264 0.151
H 2.112 -1.471 -0.343
H 2.578 0.932 0.047
H 3.887 0.407 1.223
H 2.479 1.439 2.679
H 0.935 2.212 1.288
H 0.034 1.218 2.322
H 0.918 -0.538 3.604
H 2.585 -0.454 3.809
H 2.280 -2.565 3.413
H 0.517 -3.488 2.832
H -1.219 -2.978 1.385
H 2.831 -3.306 1.067
H 3.935 -2.259 1.952
Br -0.551 0.112 7.115
C -1.240 0.305 5.356
C -1.232 1.468 4.674
C -1.639 1.424 3.329
C -2.205 0.277 2.799
C -2.251 -0.890 3.516
C -1.662 -0.887 4.791
N -2.518 0.347 1.430
C -3.595 -0.086 0.946
C -3.782 -0.025 -0.525
C -5.086 -0.075 -0.937
C -5.378 0.144 -2.243
C -4.254 0.270 -3.082
C -2.980 0.270 -2.610
N -2.701 0.009 -1.308
H -0.998 2.431 5.080
H -1.736 2.429 2.818
H -2.679 -1.733 2.986
H -1.636 -1.780 5.434
H -4.429 -0.416 1.544
H -5.912 -0.277 -0.225
H -6.385 0.231 -2.787
H -4.388 0.485 -4.125
H -2.085 0.426 -3.210
N -3.356 3.781 -1.506
C -2.066 3.724 -1.749
N -1.591 4.158 -2.926
S -0.959 3.119 -0.590
H -4.037 4.125 -2.232
H -3.759 3.634 -0.549
H -2.095 4.835 -3.513
H -0.578 4.363 -2.950
N 3.685 -1.379 -5.671
C 3.725 -1.060 -4.418
S 5.051 -1.010 -3.440
C 2.462 -0.620 -3.636
C 1.610 -1.585 -3.141
C 0.579 -1.260 -2.264
N 0.429 0.009 -1.894
C 1.168 0.966 -2.441
C 2.216 0.777 -3.322
H 4.505 -1.655 -6.188
H 2.799 -1.347 -6.139
H 1.774 -2.630 -3.574
H -0.104 -1.976 -1.797
H 0.988 1.896 -1.971
H 2.821 1.633 -3.675
O -0.087 -1.431 0.574
C -0.272 -2.425 1.321
*
```

Gap between HOMO and LUMO (spin up / spin down) = 7.775 / 7.729 eV

Max |F| values (in eV/Å) by entry order: 1.96, 4.43, 1.75, 0.28, 4.93, 0.59, 1.22, 3.13.